ORCA calculation (ωB97M-V/def2-TZVPD) on a single C4H2IN molecule at a distorted geometry.

Computed properties:
- Spin multiplicity: 1
- Net charge: 0
- DFT total energy: -13763.334 eV
- Relative energy (zero: lowest compared OMol25 entry of this formula, charge and spin): 96.6 kcal per mole
- LUMO energy (alpha / beta): -1.3 / -0.9 eV
- Kohn-Sham gap (alpha / beta): 7.8 / 7.5 eV

Each line ends with the natural charge from an NBO analysis.
CARTESIAN COORDINATES (ANGSTROEM)
C: 0.03731 -1.51365 0.13691  0.00
C: 0.95077 -2.39638 0.14304  0.10
C: 2.49488 -0.87853 -0.32986  0.14
C: 0.01396 -0.20286 0.01217  -0.47
N: 2.15718 -2.06227 -0.22170  -0.45
I: 4.23494 0.20187 0.00572  0.24
H: -0.60046 0.30266 -0.63645  0.21
H: -0.11327 0.38796 0.98387  0.22

ORCA calculation (ωB97M-V/def2-TZVPD) on 9 unconnected molecules or ions with the total composition C72H160F2N9O4S2 at a distorted geometry.

Computed properties:
- Spin multiplicity: 2
- Net charge: +6
- DFT total energy: -125901.716 eV
- Relative energy (zero: lowest compared OMol25 entry of this formula, charge and spin): 0.0 kcal per mole
- LUMO energy (alpha / beta): -9.4 / -9.5 eV
- Kohn-Sham gap (alpha / beta): 3.4 / 8.5 eV
- <S²>: 0.75

Each line ends with the Löwdin spin population.
CARTESIAN COORDINATES (ANGSTROEM)
C: -0.66754 -5.40191 -1.39026  0.00
C: -1.89621 -4.56430 -1.61804  0.00
C: -1.79007 -3.64445 -2.79610  0.01
N: -3.04115 -2.84766 -3.19063  0.00
C: -2.48785 -1.82407 -4.19853  0.00
C: -3.61008 -0.88626 -4.75232  0.00
C: -4.35785 -0.18716 -3.58027  0.00
C: -4.75917 -1.17941 -2.39462  0.00
C: -3.59503 -2.07865 -1.96150  0.00
C: -4.11440 -3.74865 -3.80288  0.00
H: -0.79464 -5.89118 -0.42457  0.00
H: 0.21409 -4.78287 -1.22407  0.00
H: -0.48393 -6.21581 -2.09165  0.00
H: -1.95397 -3.92305 -0.73852  0.00
H: -2.81812 -5.14572 -1.62963  0.00
H: -1.58388 -4.22443 -3.69566  0.00
H: -0.99142 -2.91251 -2.67560  0.01
H: -1.60663 -1.32663 -3.79344  0.01
H: -2.33111 -2.45294 -5.07492  0.00
H: -3.17573 -0.09042 -5.35737  0.00
H: -4.29093 -1.43948 -5.39922  0.00
H: -3.79325 0.67725 -3.23081  0.00
H: -5.32533 0.16895 -3.93421  0.00
H: -5.03051 -0.59125 -1.51796  0.00
H: -5.63958 -1.73949 -2.70974  0.00
H: -2.72074 -1.63723 -1.48311  0.00
H: -3.92551 -2.82145 -1.23547  0.00
H: -3.58182 -4.46532 -4.42806  0.00
H: -4.89095 -3.23695 -4.37142  0.00
H: -4.67150 -4.19823 -2.98092  0.00
C: 8.48635 -0.38868 6.29070  0.00
C: 7.67867 0.91500 5.91026  0.00
C: 7.39870 0.89140 4.42691  0.00
N: 6.82932 2.17962 3.77313  0.00
C: 6.62088 1.85036 2.26332  0.00
C: 5.45849 0.92423 1.89302  0.00
C: 4.21390 1.31378 2.50586  0.00
C: 4.35001 1.53645 4.03035  0.00
C: 5.40378 2.55930 4.31143  0.00
C: 7.78631 3.37166 3.96444  0.00
H: 8.46743 -1.17052 5.53145  0.00
H: 8.06537 -0.78470 7.21484  0.00
H: 9.55739 -0.27552 6.45854  0.00
H: 8.07689 1.86425 6.26868  0.00
H: 6.73824 0.81446 6.45209  0.00
H: 6.75757 0.03131 4.23379  0.00
H: 8.34104 0.85623 3.88021  0.00
H: 7.60836 1.47324 1.99731  0.00
H: 6.55606 2.79148 1.71725  0.00
H: 5.54188 -0.13928 2.11682  0.00
H: 5.44308 0.93258 0.80316  0.00
H: 3.47228 0.58100 2.18785  0.00
H: 3.70764 2.18103 2.08196  0.00
H: 4.46498 0.57493 4.53071  0.00
H: 3.36545 1.90200 4.32209  0.00
H: 5.45692 2.72548 5.38738  0.00
H: 5.08042 3.46727 3.80239  0.00
H: 8.31092 3.48701 4.91291  0.00
H: 7.28013 4.27519 3.62457  0.00
H: 8.44107 3.22173 3.10601  0.00
C: -3.88678 3.68432 -2.06964  0.00
C: -4.32765 5.11444 -1.87277  0.00
C: -4.73593 5.87250 -3.20066  0.00
N: -5.06898 7.41480 -3.01209  0.00
C: -5.69471 7.88579 -4.32526  0.00
C: -6.19063 9.34939 -4.31448  0.00
C: -7.13859 9.61732 -3.07750  0.00
C: -6.51806 9.15079 -1.81993  0.00
C: -5.99545 7.65491 -1.80130  0.00
C: -3.75164 8.16966 -2.71877  0.00
H: -4.58829 3.06903 -2.63302  0.00
H: -3.72399 3.21705 -1.09843  0.00
H: -2.91877 3.57086 -2.55769  0.00
H: -3.46898 5.60447 -1.41379  0.00
H: -5.24894 5.04115 -1.29488  0.00
H: -5.59778 5.39523 -3.66704  0.00
H: -3.90048 5.89400 -3.90042  0.00
H: -6.58879 7.30343 -4.54790  0.00
H: -5.04485 7.62299 -5.15996  0.00
H: -6.54960 9.72462 -5.27283  0.00
H: -5.33731 10.01706 -4.19548  0.00
H: -8.14638 9.20770 -3.14583  0.00
H: -7.32434 10.68616 -2.97173  0.00
H: -7.15575 9.30037 -0.94868  0.00
H: -5.78950 9.92440 -1.57736  0.00
H: -6.77501 6.90541 -1.93782  0.00
H: -5.51272 7.51150 -0.83460  0.00
H: -3.81326 9.25498 -2.63882  0.00
H: -3.09815 7.92305 -3.55557  0.00
H: -3.38550 7.78305 -1.76768  0.00
C: -2.29305 -2.35343 3.98937  0.00
C: -1.46212 -3.62140 3.61437  0.00
C: -1.89847 -4.82058 4.51618  0.00
N: -1.39907 -6.21871 3.98753  0.00
C: 0.10583 -6.10100 3.69276  0.00
C: 0.58564 -7.50830 3.27483  0.00
C: -0.11568 -8.04770 1.97944  0.00
C: -1.62523 -8.02753 2.16596  0.00
C: -2.12491 -6.71618 2.70901  0.00
C: -1.69201 -7.27824 5.10431  0.00
H: -2.04076 -1.93227 4.96255  0.00
H: -3.37089 -2.51023 3.94727  0.00
H: -1.99004 -1.48474 3.40486  0.00
H: -0.39563 -3.42417 3.72302  0.00
H: -1.64275 -3.82571 2.55904  0.00
H: -2.98466 -4.90699 4.54516  0.00
H: -1.50180 -4.75944 5.52959  0.00
H: 0.32586 -5.42680 2.86503  0.00
H: 0.71866 -5.80342 4.54363  0.00
H: 1.67180 -7.53824 3.18844  0.00
H: 0.52105 -8.23046 4.08872  0.00
H: 0.12335 -7.49142 1.07306  0.00
H: 0.30639 -9.03653 1.80006  0.00
H: -2.16460 -8.32489 1.26664  0.00
H: -1.77436 -8.87565 2.83420  0.00
H: -2.13658 -6.10319 1.80779  0.00
H: -3.17682 -6.72526 2.99448  0.00
H: -2.69979 -7.27580 5.51960  0.00
H: -1.09404 -6.99118 5.96925  0.00
H: -1.48731 -8.29547 4.77047  0.00
C: 2.30174 -1.91681 -7.47735  0.00
C: 2.08451 -1.69958 -5.95387  0.00
C: 3.41734 -1.51410 -5.27716  0.00
N: 3.37651 -0.98482 -3.82191  0.00
C: 2.73522 0.39874 -3.72327  0.00
C: 3.19271 1.23709 -2.51581  0.00
C: 4.68597 1.28824 -2.36606  0.00
C: 5.17900 -0.08231 -2.19191  0.00
C: 4.89940 -1.05061 -3.36183  0.00
C: 2.64497 -1.90847 -2.86849  0.01
H: 1.39630 -2.37177 -7.87896  0.00
H: 3.12694 -2.51594 -7.86230  0.00
H: 2.18481 -0.96331 -7.99238  0.00
H: 1.63176 -2.64979 -5.67063  0.00
H: 1.40558 -0.91839 -5.61196  0.00
H: 3.99792 -0.76657 -5.81774  0.00
H: 4.07443 -2.38111 -5.20928  0.00
H: 3.07564 0.95692 -4.59542  0.00
H: 1.65003 0.29919 -3.74663  0.00
H: 2.74199 2.22801 -2.46072  0.00
H: 2.81438 0.74061 -1.62223  0.00
H: 5.16913 1.72203 -3.24155  0.00
H: 4.98541 1.98630 -1.58430  0.00
H: 6.25366 -0.05247 -2.01215  0.00
H: 4.73249 -0.48493 -1.28272  0.00
H: 5.45441 -0.82152 -4.27154  0.00
H: 5.19180 -2.06046 -3.07409  0.00
H: 2.73577 -1.59640 -1.82807  0.00
H: 3.11068 -2.87486 -3.06164  0.00
H: 1.59284 -1.97821 -3.14461  0.01
C: 2.33890 -4.62939 1.00980  0.00
C: 3.44003 -5.45073 0.39327  0.00
C: 4.38041 -4.67791 -0.60825  0.00
N: 5.73762 -5.45874 -0.97438  0.00
C: 5.35111 -6.87952 -1.52116  0.00
C: 6.63882 -7.70193 -1.92719  0.00
C: 7.35109 -6.92720 -3.04034  0.00
C: 7.72046 -5.55649 -2.54141  0.00
C: 6.63931 -4.67275 -1.99723  0.00
C: 6.58931 -5.58371 0.30806  0.00
H: 2.30582 -3.59745 0.66038  0.00
H: 2.24636 -4.57613 2.09456  0.00
H: 1.34564 -5.01247 0.77576  0.00
H: 2.90392 -6.17714 -0.21749  0.00
H: 4.03342 -5.87437 1.20353  0.00
H: 4.81357 -3.80003 -0.12887  0.00
H: 3.86539 -4.35915 -1.51447  0.00
H: 4.63510 -6.72669 -2.32867  0.00
H: 4.84222 -7.45509 -0.74796  0.00
H: 6.24909 -8.58832 -2.42772  0.00
H: 7.31234 -7.88201 -1.08930  0.00
H: 6.80228 -6.73384 -3.96203  0.00
H: 8.24940 -7.42756 -3.40197  0.00
H: 8.16722 -5.10418 -3.42680  0.00
H: 8.57810 -5.63972 -1.87386  0.00
H: 5.91172 -4.27314 -2.70364  0.00
H: 7.09271 -3.84996 -1.44448  0.00
H: 7.61983 -5.92190 0.19967  0.00
H: 6.04990 -6.27775 0.95261  0.00
H: 6.69001 -4.56789 0.69024  0.00
C: -8.51626 -2.38589 3.48811  0.00
C: -7.66729 -1.17957 4.10463  0.00
C: -6.66683 -0.71740 3.04805  0.00
N: -5.80913 0.59396 3.44045  0.00
C: -4.72454 0.79907 2.32350  0.00
C: -5.32499 1.32989 0.97243  0.00
C: -6.12240 2.55228 1.31304  0.00
C: -7.29621 2.28259 2.31396  0.00
C: -6.66885 1.89620 3.63519  0.00
C: -5.01708 0.34923 4.74408  0.00
H: -8.97272 -2.12786 2.53251  0.00
H: -9.33041 -2.42992 4.21152  0.00
H: -7.96328 -3.31772 3.36977  0.00
H: -7.17261 -1.33354 5.06364  0.00
H: -8.30491 -0.35989 4.43579  0.00
H: -7.20093 -0.57078 2.10926  0.00
H: -5.99074 -1.56108 2.90948  0.00
H: -4.21555 -0.14806 2.14467  0.00
H: -4.06456 1.58743 2.68547  0.00
H: -6.03278 0.53539 0.73598  0.00
H: -4.64180 1.48488 0.13736  0.00
H: -6.71657 2.78211 0.42859  0.00
H: -5.56728 3.46795 1.51673  0.00
H: -7.98487 1.57105 1.85836  0.00
H: -7.86296 3.19429 2.50287  0.00
H: -7.37503 1.70736 4.44373  0.00
H: -5.89938 2.61476 3.91747  0.00
H: -4.35265 -0.45606 4.43078  0.00
H: -5.61075 0.24132 5.65183  0.00
H: -4.33931 1.19768 4.83823  0.00
C: 0.96301 2.88529 2.02212  0.00
C: 0.99676 4.40975 2.11334  0.00
C: 0.05947 5.02579 1.06122  0.00
N: 0.26762 6.59565 0.90246  0.00
C: -0.83870 6.99090 -0.19385  0.00
C: -0.40780 6.44942 -1.57241  0.00
C: 1.08616 6.71980 -1.87583  0.00
C: 2.15009 6.32343 -0.84240  0.00
C: 1.71737 6.92767 0.48650  0.00
C: -0.06208 7.48445 2.10328  0.00
H: 1.32406 2.42970 2.94417  0.00
H: 1.43359 2.51008 1.11335  0.00
H: -0.07087 2.54323 1.97532  0.00
H: 2.02836 4.75508 2.04516  0.00
H: 0.84182 4.84668 3.09984  0.00
H: -0.99686 4.85727 1.27066  0.00
H: 0.15440 4.49998 0.11116  0.00
H: -1.82197 6.57596 0.02774  0.00
H: -0.85872 8.07908 -0.25353  0.00
H: -0.69154 5.40102 -1.66432  0.00
H: -0.96917 6.86873 -2.40736  0.00
H: 1.25970 6.12329 -2.77146  0.00
H: 1.17791 7.71993 -2.29940  0.00
H: 2.23195 5.24526 -0.70476  0.00
H: 3.10684 6.69756 -1.20675  0.00
H: 2.39119 6.78490 1.33129  0.00
H: 1.58189 7.99991 0.34484  0.00
H: 0.48026 7.23263 3.01463  0.00
H: -1.08167 7.22184 2.38536  0.00
H: 0.15578 8.51606 1.82683  0.00
N: -0.20606 -0.57636 -1.62759  0.17
S: 0.00586 -0.70534 -0.19874  0.11
O: -1.16989 -0.87363 0.66144  0.04
O: 1.09023 0.03283 0.46482  0.08
F: 0.56474 -2.21692 -0.21212  0.01
S: -0.70391 1.03671 -1.55215  0.26
O: 0.33630 2.10012 -1.52501  0.09
O: -1.95788 1.29506 -0.90300  0.12
F: -1.15654 1.13873 -3.09963  0.02

ORCA calculation (ωB97M-V/def2-TZVPD) on 2 unconnected molecules or ions with the total composition C5H16N2OS at a distorted geometry.

Computed properties:
- Spin multiplicity: 2
- Net charge: +1
- DFT total energy: -21296.885 eV
- Relative energy (zero: lowest compared OMol25 entry of this formula, charge and spin): 27.0 kcal per mole
- LUMO energy (alpha / beta): -2.9 / -7.5 eV
- Kohn-Sham gap (alpha / beta): 10.0 / 5.3 eV
- <S²>: 0.76

Each line ends with the Löwdin spin population.
CARTESIAN COORDINATES (ANGSTROEM)
C: -1.95391 -0.73050 1.39963  0.07
N: -0.53500 -0.86275 1.04418  0.69
C: 0.32106 0.36396 0.46861  0.03
C: 0.13657 0.58094 -1.06304  0.03
S: 0.37655 2.35819 -1.64223  0.03
C: 1.76693 -0.17405 0.73242  0.02
N: 2.57238 0.97546 1.24496  0.00
C: -3.09148 -0.74814 0.26374  0.09
H: -2.20290 -1.56287 2.02589  0.02
H: -2.06735 0.33237 1.87363  0.00
H: -0.30212 -1.66785 0.47792  0.02
H: -0.02088 1.16564 1.10941  0.00
H: 0.69949 -0.15436 -1.67251  0.00
H: -0.85591 0.24889 -1.43568  0.00
H: 1.09319 2.69740 -0.64115  0.00
H: 1.78344 -1.05896 1.53506  0.00
H: 2.27330 -0.48110 -0.19815  0.00
H: 3.35224 1.06653 0.64512  0.00
H: 2.72108 1.12995 2.22868  0.00
H: -3.70408 0.02046 0.66554  0.01
H: -3.57715 -1.75105 0.23982  0.00
H: -2.78566 -0.40898 -0.68162  0.00
H: -0.50120 -2.74990 -0.81862  0.00
H: 0.31562 -3.82797 -1.48772  0.00
O: 0.05218 -3.40892 -0.55274  0.00

Question: relative energy (zero: lowest compared OMol25 entry of this formula, charge and spin) of number 3 (C5H16N2OS)?
Answer: 27.0 kcal per mole

Question: Among the records above, which one has the lowest relative energy (zero: lowest compared OMol25 entry of this formula, charge and spin)?
Answer: C72H160F2N9O4S2